# C3H8N2O

A cluster of 2 separate species, C3H8N2O in total (ωB97M-V/def2-TZVPD, the OMol25 dataset).

Atoms and positions in Å:
C (-1.439, -0.836, 0.740)
N (-0.343, 0.071, 0.454)
C (-0.739, 1.221, -0.348)
C (2.088, -0.667, -0.929)
O (1.447, -1.116, -1.798)
N (2.700, -0.178, 0.007)
H (-1.087, -1.652, 1.379)
H (-2.298, -0.349, 1.241)
H (-1.811, -1.282, -0.191)
H (-0.601, 1.010, -1.417)
H (-1.794, 1.503, -0.188)
H (-0.117, 2.085, -0.092)
H (3.707, -0.137, 0.018)
H (0.086, 0.379, 1.317)

Cartesian forces, eV/Å:
C -0.1311 -0.1529 0.0138
N -0.0519 0.0831 0.1809
C -0.0093 0.1184 -0.0800
C -0.1010 -0.1369 -0.2904
O 0.4750 0.3632 0.7117
N -0.3030 -0.1910 -0.3619
H -0.0561 0.1118 -0.1001
H 0.1556 -0.0686 -0.1041
H 0.0985 0.0834 0.1185
H -0.0991 0.0185 0.1803
H 0.1840 0.0030 -0.0087
H -0.0753 -0.1582 -0.1041
H -0.0216 -0.0314 -0.0603
H -0.0647 -0.0424 -0.0957

## Properties
- Total energy: -8267.99338 eV
- Kohn-Sham gap: 9.600 eV
- ΔE to the lowest compared entry with this formula, charge and spin: 1.3326 eV
- E_HOMO: -8.720 eV

=====

# C19H19FeN2O3

A structure of composition C19H19FeN2O3 in a non-equilibrium geometry (ωB97M-V/def2-TZVPD, the OMol25 dataset).

Atoms and positions in Å:
O (2.628, -1.447, -1.218)
C (2.368, -0.525, -1.895)
Fe (2.282, 1.083, -2.625)
C (2.984, 1.856, -1.205)
O (3.146, 2.201, -0.100)
C (3.529, 1.106, -3.849)
O (4.578, 1.271, -4.321)
C (-1.338, 0.251, -0.849)
C (-1.162, 0.102, -2.395)
C (0.050, 0.737, -3.001)
C (0.487, 2.006, -2.504)
C (0.186, 2.273, -1.101)
C (-0.726, 1.552, -0.411)
H (-2.408, 0.399, -0.595)
H (-1.316, -0.910, -2.786)
H (-2.071, 0.611, -2.746)
H (0.216, 0.493, -4.066)
H (0.739, 2.826, -3.200)
H (0.662, 3.136, -0.633)
H (-1.038, 1.909, 0.576)
C (0.563, 1.967, 3.909)
C (-0.598, 1.245, 4.221)
C (-1.083, 0.293, 3.324)
C (-0.394, 0.073, 2.122)
C (-0.884, -0.969, 1.218)
N (-0.802, -0.864, -0.139)
C (-0.491, -2.145, -0.782)
C (-1.645, -3.061, -0.466)
C (-1.705, -3.303, 1.022)
N (-1.294, -2.117, 1.761)
C (0.830, 0.734, 1.855)
C (1.283, 1.717, 2.730)
H (0.943, 2.711, 4.606)
H (-1.131, 1.414, 5.161)
H (-1.989, -0.282, 3.533)
H (-0.298, -2.003, -1.841)
H (0.451, -2.504, -0.346)
H (-2.589, -2.635, -0.825)
H (-1.514, -3.996, -1.006)
H (-2.712, -3.593, 1.330)
H (-1.025, -4.118, 1.285)
H (-1.323, -2.184, 2.771)
H (1.408, 0.424, 0.979)
H (2.204, 2.265, 2.508)

Cartesian forces, eV/Å:
O -1.1082 2.6706 -2.2619
C 1.5019 -5.1359 3.4040
Fe -2.9569 0.1877 -0.7720
C 2.2372 2.4379 5.9980
O -0.4143 -0.6759 -2.8468
C 5.8724 0.9327 -4.0993
O -3.0551 -0.6814 1.1371
C -0.2706 2.0735 -1.5390
C -1.1616 0.0308 0.2592
C -1.3316 0.4574 -0.9096
C -0.0630 -0.5180 -0.0195
C -0.6810 0.4332 -0.5598
C 0.4662 0.6972 0.6240
H 0.2436 -0.6944 -0.3847
H 0.0211 0.2106 0.2985
H 0.1345 0.2519 -0.2893
H -0.0493 0.1170 0.4978
H -0.0863 -0.2219 0.4405
H -0.4616 -0.0255 -0.1311
H 0.2524 -0.0964 -0.4611
C -0.0672 -0.1532 -0.0904
C 0.0619 -0.0061 -0.0485
C 0.3601 0.2935 -0.1625
C 0.0533 0.2514 0.7415
C 0.1467 -0.5019 -0.7541
N 1.4484 -1.6587 2.1831
C -0.1599 0.1021 0.2928
C -0.3133 -0.4938 -0.8643
C -0.1055 -0.4866 -0.0231
N 0.2467 0.5904 -0.2160
C -0.3737 -0.3273 0.0252
C -0.1911 -0.3491 0.1274
H -0.1758 -0.1451 -0.1418
H 0.2695 0.0314 -0.3621
H 0.1832 0.3972 0.0182
H -0.1399 -0.0993 0.2617
H -0.2167 -0.0731 -0.0191
H 0.2334 0.1178 -0.0060
H -0.1178 -0.2659 0.1687
H 0.0911 0.0427 0.0515
H -0.0452 0.1076 0.1290
H 0.3977 0.0986 -0.1763
H -0.3045 0.3533 0.3318
H -0.3708 -0.2767 0.1482

## Properties
- Charge: +1
- Total energy: -63509.72525 eV
- 2S+1: 5
- Kohn-Sham gap (spin up / spin down): 4.777 / 6.279 eV
- E_HOMO (spin up / spin down): -8.188 / -11.174 eV

=====

# C10H23N2O9P3

A structure of composition C10H23N2O9P3 in a non-equilibrium geometry (ωB97M-V/def2-TZVPD, the OMol25 dataset).

Atoms and positions in Å:
C (-2.055, 1.518, -0.089)
C (-1.816, 0.766, -1.396)
O (-2.796, 1.174, -2.378)
O (-4.056, 0.856, -1.792)
P (-5.194, 1.352, -2.810)
O (-5.092, 0.604, -4.034)
O (-6.692, 1.152, -2.187)
P (-6.838, 0.046, -0.972)
O (-6.064, 0.357, 0.225)
O (-5.071, 2.948, -3.152)
P (-4.767, 3.929, -1.875)
O (-3.424, 4.444, -1.964)
O (-5.812, 5.138, -2.070)
O (-5.037, 3.213, -0.478)
H (-1.150, 1.527, 0.556)
H (-2.848, 1.058, 0.504)
H (-2.348, 2.557, -0.256)
H (-2.023, -0.295, -1.222)
H (-0.815, 0.931, -1.784)
H (-8.209, 0.110, -0.642)
H (-6.610, -1.254, -1.474)
H (-5.640, 5.748, -1.336)
H (-5.979, 3.247, -0.244)
C (2.662, 0.604, -1.629)
C (3.310, 0.050, -0.362)
C (2.323, -0.729, 0.510)
C (1.218, 0.139, 0.941)
N (0.365, 0.815, 1.274)
H (1.869, 1.320, -1.398)
H (3.401, 1.127, -2.236)
H (2.233, -0.198, -2.234)
H (3.736, 0.876, 0.211)
H (4.128, -0.600, -0.638)
H (2.827, -1.116, 1.395)
H (1.910, -1.576, -0.041)
C (7.163, -3.545, 3.445)
C (5.660, -3.616, 3.694)
C (4.852, -3.816, 2.408)
C (5.073, -2.696, 1.482)
N (5.245, -1.824, 0.771)
H (7.425, -2.692, 2.818)
H (7.699, -3.433, 4.387)
H (7.523, -4.453, 2.957)
H (5.337, -2.700, 4.192)
H (5.449, -4.443, 4.375)
H (3.787, -3.875, 2.636)
H (5.142, -4.743, 1.913)

Cartesian forces, eV/Å:
C 0.4131 0.3301 0.6391
C -1.4424 -0.0355 1.5913
O 1.1476 0.3001 -1.0334
O -1.4464 0.5359 1.2180
P 0.4177 -0.1533 -2.7068
O -0.2231 -0.4753 -1.1458
O 1.2587 -0.4895 1.3626
P -0.9468 0.0966 0.9318
O 0.5366 0.1205 0.2875
O -0.8489 -0.8696 2.7697
P 1.0171 1.7000 -0.9670
O 1.2298 -0.0403 0.2767
O -0.5611 -1.2621 0.4680
O -1.0157 0.2399 -0.7912
H -1.0491 0.0537 -0.8559
H -0.0306 -0.0533 -0.1876
H 0.0976 -0.0743 -0.2912
H 0.5233 -0.0724 -0.1590
H -0.2430 0.1478 -0.5988
H 0.0775 0.0191 -0.8197
H 0.0097 0.4639 -0.4629
H -0.0563 0.2357 -0.2646
H 0.1544 -0.3447 0.2393
C -0.0653 0.0569 0.0966
C -0.2408 0.3945 -0.5236
C -0.0171 0.3320 -0.0711
C 1.0352 -1.0953 -0.3404
N 0.0081 0.4728 0.9024
H -0.0180 -0.0299 -0.0093
H -0.0067 -0.0311 -0.0216
H 0.0001 0.0195 -0.0114
H 0.0122 -0.0846 0.0933
H 0.0029 -0.0544 0.0570
H -0.0591 -0.0019 0.0516
H -0.0439 0.0056 0.0127
C -0.0040 0.0118 0.0246
C 0.2704 0.0039 0.1247
C 0.1057 0.2596 0.1351
C -0.3148 -1.2801 0.7908
N 0.5585 0.7088 -0.5372
H -0.0292 -0.0283 -0.0406
H 0.0045 -0.0331 -0.0091
H 0.0158 0.0168 -0.0022
H -0.0962 -0.0310 -0.0274
H -0.1102 -0.0012 -0.0520
H -0.0238 -0.0034 -0.0885
H -0.0042 0.0189 -0.0544

## Properties
- Total energy: -60019.64858 eV
- Kohn-Sham gap: 10.258 eV
- E_HOMO: -9.994 eV

=====

# C38H78BrClN2O8PSi

A cluster of 6 separate species, C38H78BrClN2O8PSi in total in a non-equilibrium geometry (ωB97M-V/def2-TZVPD, the OMol25 dataset).

Atoms and positions in Å:
C (1.443, 0.235, 3.398)
C (1.144, -1.046, 3.146)
C (0.718, -1.739, 1.819)
C (0.775, -3.222, 2.212)
C (1.989, -3.762, 3.023)
C (-0.796, -1.198, 1.675)
O (-1.321, -1.333, 3.007)
Si (-2.070, -2.173, 0.571)
C (-2.326, -1.285, -1.096)
C (-3.833, -2.219, 1.312)
C (-1.765, -3.984, 0.121)
N (-0.887, 0.216, 1.341)
C (-1.604, 1.135, 2.219)
C (-3.124, 0.888, 2.335)
C (-1.401, 2.653, 1.931)
C (-1.777, 3.288, 0.590)
C (-2.958, 2.756, -0.216)
C (0.209, 0.799, 0.596)
C (1.071, -0.214, -0.186)
C (1.940, 0.684, -1.092)
C (3.196, 0.283, -1.881)
C (2.971, 0.518, -3.399)
Br (4.790, 1.389, -1.479)
N (1.620, -1.319, 0.661)
C (3.094, -1.298, 0.956)
C (3.818, -0.127, 1.629)
O (3.328, 1.171, 1.436)
C (4.249, 2.182, 1.828)
C (4.127, 2.645, 3.297)
P (1.363, -2.749, -0.585)
O (1.749, -2.246, -2.081)
Cl (2.838, -4.186, -0.272)
H (2.286, 0.408, 4.061)
H (0.933, 1.129, 3.071)
H (1.069, -1.627, 4.057)
H (-0.043, -3.373, 2.914)
H (0.552, -3.983, 1.465)
H (2.500, -4.541, 2.457)
H (2.746, -3.032, 3.301)
H (1.683, -4.252, 3.944)
H (-1.779, -2.179, 3.103)
H (-3.329, -1.429, -1.489)
H (-2.008, -0.244, -1.047)
H (-1.642, -1.771, -1.804)
H (-3.858, -2.070, 2.393)
H (-4.446, -1.438, 0.865)
H (-4.314, -3.169, 1.085)
H (-1.056, -4.177, -0.679)
H (-2.723, -4.367, -0.241)
H (-1.557, -4.597, 1.001)
H (-1.269, 1.086, 3.263)
H (-3.569, 0.661, 1.368)
H (-3.347, 0.050, 2.992)
H (-3.609, 1.775, 2.735)
H (-1.947, 3.156, 2.728)
H (-0.355, 2.892, 2.147)
H (-0.905, 3.287, -0.074)
H (-1.963, 4.351, 0.763)
H (-3.024, 3.329, -1.141)
H (-3.906, 2.940, 0.295)
H (-2.930, 1.693, -0.452)
H (0.862, 1.489, 1.131)
H (-0.224, 1.370, -0.230)
H (0.283, -0.644, -0.826)
H (1.242, 1.082, -1.828)
H (2.188, 1.597, -0.554)
H (3.566, -0.731, -1.833)
H (1.943, 0.244, -3.647)
H (3.139, 1.557, -3.665)
H (3.620, -0.135, -3.978)
H (3.598, -1.483, 0.008)
H (3.416, -2.161, 1.530)
H (3.872, -0.318, 2.708)
H (4.867, -0.175, 1.308)
H (4.049, 3.032, 1.178)
H (5.291, 1.911, 1.636)
H (5.030, 2.346, 3.824)
H (3.224, 2.312, 3.798)
H (4.166, 3.731, 3.297)
H (2.675, -2.465, -2.295)
C (-1.280, -1.345, -4.684)
C (-2.700, -1.204, -5.183)
O (-3.503, -0.516, -4.595)
C (-3.063, -1.954, -6.436)
H (-1.160, -0.752, -3.780)
H (-1.068, -2.391, -4.456)
H (-0.581, -0.983, -5.441)
H (-2.927, -3.027, -6.284)
H (-2.442, -1.616, -7.267)
H (-4.106, -1.764, -6.680)
C (6.044, 6.936, 4.114)
C (6.714, 5.635, 4.481)
O (6.068, 4.655, 4.781)
C (8.221, 5.609, 4.458)
H (4.964, 6.817, 4.172)
H (6.350, 7.722, 4.807)
H (6.315, 7.222, 3.097)
H (8.618, 6.338, 5.166)
H (8.584, 5.838, 3.455)
H (8.570, 4.618, 4.741)
C (-4.107, 5.652, 4.057)
C (-4.072, 5.497, 2.558)
O (-3.039, 5.610, 1.935)
C (-5.378, 5.196, 1.867)
H (-3.104, 5.866, 4.422)
H (-4.766, 6.477, 4.332)
H (-4.463, 4.731, 4.521)
H (-6.092, 6.001, 2.050)
H (-5.789, 4.254, 2.238)
H (-5.211, 5.110, 0.796)
C (-5.165, 1.314, -7.924)
C (-4.799, 0.394, -9.061)
O (-3.666, -0.005, -9.211)
C (-5.906, -0.010, -10.003)
H (-4.280, 1.522, -7.326)
H (-5.557, 2.254, -8.316)
H (-5.917, 0.843, -7.288)
H (-6.329, 0.874, -10.483)
H (-6.689, -0.537, -9.456)
H (-5.506, -0.670, -10.770)
C (1.617, -9.517, -0.796)
C (0.859, -8.696, 0.217)
O (-0.318, -8.870, 0.423)
C (1.636, -7.639, 0.968)
H (0.942, -10.233, -1.258)
H (2.030, -8.869, -1.571)
H (2.427, -10.060, -0.307)
H (2.043, -6.909, 0.266)
H (2.446, -8.100, 1.535)
H (0.968, -7.128, 1.660)

Cartesian forces, eV/Å:
C -0.0586 0.1012 0.1353
C 0.3184 0.7158 -0.5030
C -1.4722 1.6522 2.2175
C 0.1871 -1.1291 0.5967
C 0.5086 -0.2466 -0.4120
C -0.5777 -0.9701 0.0608
O 0.2411 -0.2255 0.0367
Si -1.4370 -0.0888 -1.6606
C 1.3189 -0.6171 0.3778
C 0.5609 0.1852 0.4660
C -0.2655 -0.1164 0.3810
N 0.7043 -0.0045 -0.0865
C -1.1704 1.1763 1.0621
C 0.1686 -0.5402 -0.4186
C 0.4077 -0.3953 -0.2058
C 0.3770 0.1558 -0.5676
C -0.3821 0.2881 0.2570
C 0.0086 -0.1871 -0.6407
C -1.3172 1.4242 0.1935
C 0.6858 0.4910 0.0923
C 0.1193 0.4475 -1.6201
C -0.3172 -0.5014 0.3853
Br -0.1947 -0.3545 0.3001
N 1.5421 -1.0375 -0.4976
C 1.1078 0.7582 -0.3199
C 0.4558 0.3221 1.2595
O -0.0626 -0.5202 -0.5136
C -0.2026 0.8673 0.4590
C 0.7206 0.0080 -0.7215
P -1.8154 -1.2003 -0.8465
O 0.9231 -0.1693 1.0523
Cl -0.0526 0.8059 -0.0954
H -0.9551 0.0593 1.2875
H 0.7519 -0.0107 -1.2129
H 1.3404 -0.8447 -0.3460
H -0.2989 0.4492 -0.1617
H -0.0114 0.4393 -0.4515
H 0.0464 0.0500 -0.0745
H -0.1315 0.1264 -0.0051
H -0.2243 0.1532 0.0642
H -0.0559 0.2244 -0.0570
H -0.0911 0.2735 0.0593
H -0.4671 0.1576 -0.0764
H -0.0998 0.0335 -0.1290
H -0.1963 -0.0718 -0.0090
H 0.0773 0.0911 0.0344
H 0.1183 -0.0951 -0.0053
H 0.2219 0.0049 0.1673
H -0.0882 0.1656 -0.0340
H 0.2230 -0.1340 -0.1061
H 0.3590 -0.4136 -0.1232
H -0.0308 0.0963 -0.0354
H 0.0502 0.0508 0.0554
H -0.0211 0.0303 0.0317
H -0.1280 -0.0596 0.0375
H 0.0010 0.1583 -0.0962
H 0.0467 -0.1369 0.0536
H 0.0956 -0.2761 0.0416
H 0.0617 -0.1389 -0.1390
H 0.0141 -0.0931 0.1244
H 0.2022 -0.0011 -0.0548
H 0.0169 -0.2138 0.2765
H 0.0024 0.2063 0.0969
H 0.3840 -0.6890 0.0055
H -0.2049 -0.3924 -0.1230
H 0.1684 -0.2605 0.4419
H -0.0762 0.0332 0.6963
H -0.0130 0.0086 -0.0717
H -0.0426 0.0366 -0.0894
H 0.2084 0.2518 -0.0950
H -0.2366 0.2922 -0.1889
H -0.6892 -0.1894 0.2113
H -0.1280 -0.1446 -0.0396
H -0.1116 -0.1408 -0.3562
H -0.1720 -0.0834 -0.1281
H -0.1270 -0.3898 -0.1860
H -0.2543 -0.1821 0.4296
H -0.0266 -0.0345 -0.0230
H -0.1976 0.0608 0.2034
H -0.2150 0.1609 -0.3304
C 0.0007 0.1789 0.1640
C -0.1923 0.0543 0.0000
O 0.0736 -0.0109 0.0283
C -0.1652 0.0925 0.0617
H -0.0221 0.0203 -0.0145
H 0.1033 -0.0106 -0.1475
H 0.0288 -0.1815 -0.0572
H 0.1450 0.0096 -0.0807
H 0.0340 -0.1222 -0.0214
H 0.0103 0.0126 -0.0020
C -0.2234 -0.1598 0.0401
C -0.0216 -0.0631 0.0547
O 0.0459 0.0655 -0.0449
C -0.0511 -0.2594 0.0668
H 0.0117 -0.0082 0.0136
H 0.1010 0.0662 -0.1205
H 0.1144 0.1229 0.0663
H 0.0397 0.1034 -0.1303
H 0.0433 0.1650 0.0549
H -0.0177 0.0064 0.0060
C 0.2832 0.0077 -0.0403
C 0.0643 0.0449 -0.0345
O -0.2456 0.1996 0.2190
C 0.1737 0.0031 -0.2232
H -0.0058 0.0052 -0.0193
H -0.1206 -0.1124 0.0488
H -0.1626 0.0794 0.0298
H -0.0837 -0.1012 0.1138
H -0.1177 0.0917 0.0972
H 0.0096 0.0134 0.0085
C 0.2583 -0.0354 0.0451
C 0.0760 0.0021 -0.0164
O -0.0083 -0.0270 0.0503
C 0.2046 -0.1374 -0.1135
H -0.0061 -0.0191 -0.0016
H -0.1593 -0.0525 0.0362
H -0.1110 0.1010 -0.0574
H -0.1371 -0.0111 0.1028
H -0.0994 0.1439 -0.0053
H 0.0129 0.0099 0.0124
C -0.2122 -0.0917 -0.0076
C -0.1556 -0.0798 -0.0117
O 0.0410 0.0647 -0.0009
C -0.1998 0.0761 0.1281
H -0.0102 0.0127 0.0157
H 0.1535 -0.0197 0.0666
H 0.1091 0.1064 -0.0665
H 0.1651 -0.1044 0.0156
H 0.1155 0.0666 -0.1180
H -0.0158 -0.0317 -0.0047

## Properties
- Charge: +1
- Total energy: -159753.16177 eV
- Kohn-Sham gap: 7.957 eV
- E_HOMO: -10.495 eV

=====

What is the total energy in the first record?
-8267.99338 eV